Below is a 6-piece molecular cluster, C27H39NO15S2 overall, with properties calculated with ωB97M-V/def2-TZVPD.

Computed properties:
Gap between HOMO and LUMO, eV: 8.6
Highest occupied orbital energy, eV: -8.1
Structure (SMILES): SN1c2ccccc2Sc2ccccc21.COC(=O)OC.COC(=O)OC.COC(=O)OC.COC(=O)OC.COC(=O)OC

Last column: Mulliken charge in e.
Positions of all 84 atoms, in Å:
S: 1.362 -2.274 2.208  -0.158
N: 1.222 -1.264 0.772  0.102
C: 2.056 -0.101 0.806  -0.685
C: 3.243 -0.091 0.079  -0.423
C: 4.048 1.032 0.114  -0.659
C: 3.690 2.163 0.837  -0.814
C: 2.492 2.167 1.543  -0.568
C: 1.690 1.036 1.530  1.070
S: 0.152 0.997 2.417  -0.184
C: -0.807 0.068 1.256  1.140
C: -2.155 0.332 1.051  -0.744
C: -2.842 -0.438 0.118  -0.752
C: -2.193 -1.420 -0.620  -0.756
C: -0.845 -1.680 -0.416  -0.344
C: -0.159 -0.943 0.543  -0.286
H: 2.402 -1.725 2.856  0.113
H: 3.484 -0.976 -0.488  0.466
H: 4.969 1.062 -0.448  0.490
H: 4.310 3.042 0.840  0.479
H: 2.163 3.032 2.096  0.437
H: -2.648 1.109 1.614  0.576
H: -3.894 -0.262 -0.041  0.426
H: -2.733 -2.003 -1.350  0.476
H: -0.319 -2.453 -0.951  0.559
C: -2.807 -7.784 1.118  -0.540
O: -1.542 -7.818 1.781  -0.338
C: -0.705 -6.847 1.414  0.837
O: -0.936 -5.991 0.600  -0.550
O: 0.419 -6.979 2.114  -0.351
C: 1.404 -5.982 1.825  -0.296
H: -3.378 -8.621 1.509  0.213
H: -3.330 -6.854 1.334  0.225
H: -2.680 -7.899 0.043  0.285
H: 1.022 -4.990 2.046  0.000
H: 1.715 -6.038 0.783  0.282
H: 2.257 -6.189 2.465  0.249
C: -7.743 -2.374 4.715  -0.636
O: -6.492 -1.819 4.310  -0.320
C: -5.717 -2.662 3.625  0.754
O: -5.993 -3.798 3.342  -0.551
O: -4.590 -2.028 3.311  -0.222
C: -3.659 -2.819 2.569  -0.434
H: -8.264 -1.589 5.255  0.216
H: -8.331 -2.672 3.849  0.294
H: -7.591 -3.228 5.372  0.293
H: -4.090 -3.130 1.619  0.288
H: -3.350 -3.690 3.144  0.361
H: -2.795 -2.188 2.379  -0.035
C: -4.887 6.278 2.425  -0.626
O: -3.507 6.523 2.702  -0.335
C: -2.815 5.432 3.031  0.802
O: -3.254 4.315 3.103  -0.546
O: -1.554 5.794 3.260  -0.348
C: -0.698 4.712 3.633  -0.486
H: -5.323 7.241 2.175  0.214
H: -4.995 5.600 1.581  0.295
H: -5.388 5.867 3.299  0.294
H: -0.659 3.962 2.845  0.159
H: -1.035 4.257 4.562  0.313
H: 0.292 5.136 3.777  0.277
C: 8.090 5.133 -2.844  -0.617
O: 6.919 4.943 -3.641  -0.335
C: 6.035 4.095 -3.120  0.809
O: 6.148 3.507 -2.076  -0.541
O: 4.998 4.005 -3.949  -0.299
C: 3.957 3.138 -3.484  -0.603
H: 8.714 5.840 -3.383  0.219
H: 7.829 5.546 -1.871  0.291
H: 8.626 4.195 -2.718  0.289
H: 3.549 3.500 -2.542  0.317
H: 4.328 2.122 -3.365  0.286
H: 3.178 3.148 -4.241  0.182
C: 0.164 -1.511 -5.318  -0.582
O: 0.851 -0.257 -5.299  -0.283
C: 1.658 -0.059 -6.340  0.748
O: 1.841 -0.822 -7.250  -0.538
O: 2.232 1.136 -6.194  -0.253
C: 3.138 1.487 -7.243  -0.705
H: -0.448 -1.535 -4.421  0.138
H: -0.472 -1.587 -6.197  0.304
H: 0.873 -2.337 -5.298  0.311
H: 2.619 1.534 -8.198  0.334
H: 3.957 0.773 -7.297  0.339
H: 3.528 2.470 -6.993  0.195

---

Below is C27H39O5Zr as an isolated structure, with properties calculated with ωB97M-V/def2-TZVPD.

Computed properties:
ΔE to the lowest compared entry with this formula, charge and spin, kcal/mol: 0.00
Gap between HOMO and LUMO, eV: 2.4
Net charge: -1
Highest occupied orbital energy, eV: -0.2

Last column: Mulliken charge in e.
Positions of all 72 atoms, in Å:
C: -6.233 1.414 -3.539  2.884
C: -4.880 1.799 -2.903  -1.702
C: -6.012 0.055 -4.234  -1.346
C: -4.483 -0.120 -4.341  -0.249
H: -6.412 0.195 -5.249  0.323
H: -6.564 -0.762 -3.742  0.273
C: -3.839 1.217 -3.894  0.434
H: -4.822 1.296 -1.922  0.344
H: -4.777 2.882 -2.732  0.568
C: -2.512 0.812 -3.296  -1.443
H: -3.712 1.932 -4.722  0.690
H: -4.214 -0.307 -5.393  0.584
C: -3.752 -1.196 -3.456  1.338
C: -7.432 1.446 -2.620  -0.174
C: -6.711 2.410 -4.627  -0.121
O: -6.849 2.098 -5.808  -0.669
O: -7.397 1.503 -1.405  -0.635
O: -8.582 1.450 -3.325  -0.268
O: -7.045 3.636 -4.197  -0.303
C: -7.457 4.518 -5.248  -0.778
H: -7.438 5.507 -4.791  0.260
H: -8.471 4.254 -5.586  0.302
H: -6.781 4.463 -6.107  0.330
C: -9.718 1.751 -2.522  -0.788
H: -9.850 0.996 -1.736  0.294
H: -10.566 1.761 -3.206  0.259
H: -9.594 2.734 -2.045  0.323
O: -2.708 -0.476 -2.638  -0.236
H: -2.151 1.554 -2.558  0.342
H: -1.730 0.656 -4.081  0.464
C: -3.058 -2.218 -4.356  -1.897
C: -4.645 -1.919 -2.460  -2.081
H: -5.427 -2.468 -3.000  0.450
H: -5.108 -1.237 -1.739  0.255
H: -4.047 -2.640 -1.893  0.472
H: -2.385 -2.857 -3.771  0.313
H: -2.499 -1.747 -5.173  0.464
H: -3.813 -2.862 -4.828  0.449
Zr: -0.401 -0.322 -0.524  0.858
C: 2.000 -0.094 -1.140  -0.489
C: 1.259 0.157 -2.339  -1.023
C: 0.482 1.343 -2.139  -0.868
H: 1.313 -0.398 -3.277  0.428
C: 0.722 1.815 -0.809  -0.507
C: 1.658 0.911 -0.183  -0.622
H: 2.168 1.070 0.766  0.451
H: 2.808 -0.814 -1.024  0.759
H: -0.123 1.842 -2.896  0.864
H: 0.334 2.750 -0.399  0.400
C: -1.244 -1.258 1.573  -0.580
C: -0.098 -0.420 1.848  -0.334
C: -0.505 0.936 1.623  -0.910
H: 0.837 -0.729 2.318  0.301
C: -1.851 0.942 1.148  -0.301
C: -2.308 -0.415 1.108  -0.978
H: -3.318 -0.734 0.855  0.503
H: -1.344 -2.321 1.772  0.505
H: 0.057 1.828 1.894  0.553
H: -2.452 1.825 0.915  0.417
C: 1.319 -3.584 1.544  -1.737
C: 1.602 -2.924 0.201  1.406
C: 2.406 -3.881 -0.684  -1.829
C: 0.317 -2.478 -0.527  -1.292
H: 0.519 -4.331 1.462  0.315
H: 1.033 -2.860 2.311  0.311
H: 2.234 -4.076 1.897  0.456
H: 2.231 -2.039 0.397  -0.088
H: 1.820 -4.774 -0.936  0.361
H: 2.710 -3.413 -1.625  0.373
H: 3.321 -4.209 -0.178  0.450
H: 0.464 -2.631 -1.606  0.535
H: -0.526 -3.103 -0.200  0.588

---

Below is C27H40BiBrN5O6S3Se as an isolated structure, with properties calculated with ωB97M-V/def2-TZVPD.

Computed properties:
Gap between HOMO and LUMO, eV: 7.3
Net charge: -1
Highest occupied orbital energy, eV: -5.2

Last column: Mulliken charge in e.
Positions of all 84 atoms, in Å:
Bi: -0.087 0.057 0.206  1.947
Se: -1.422 -2.102 0.132  -1.000
C: 7.303 3.961 3.425  -1.428
C: 6.541 4.199 2.147  1.037
C: 6.643 3.310 1.080  -0.759
C: 5.925 3.509 -0.088  -0.471
C: 5.090 4.615 -0.189  -0.024
C: 4.972 5.514 0.860  -0.255
C: 5.701 5.301 2.021  -0.595
S: 4.151 4.854 -1.673  1.277
O: 3.332 6.014 -1.452  -0.715
O: 5.072 4.793 -2.772  -0.739
N: 3.188 3.565 -1.812  -0.222
C: 2.160 3.302 -0.787  -0.850
C: 2.620 2.259 0.234  0.361
C: 3.025 0.948 -0.440  0.336
O: 4.038 0.980 -1.154  -0.780
O: 2.292 -0.073 -0.256  -0.703
H: 8.099 3.232 3.279  0.353
H: 6.642 3.579 4.206  0.272
H: 7.747 4.885 3.795  0.376
H: 7.282 2.440 1.169  0.317
H: 5.981 2.792 -0.896  0.298
H: 4.308 6.361 0.756  0.505
H: 5.611 5.998 2.846  0.364
H: 3.725 2.718 -2.016  0.373
H: 1.259 2.962 -1.305  0.183
H: 1.907 4.240 -0.295  0.450
H: 1.837 2.108 0.982  0.045
H: 3.507 2.632 0.747  0.024
C: -3.046 -2.836 4.697  -1.150
C: -2.737 -2.161 3.365  -0.676
N: -1.662 -1.186 3.451  0.097
C: -0.347 -1.449 3.440  0.137
S: 0.773 -0.176 3.387  -0.245
N: 0.018 -2.743 3.425  -0.134
C: 1.410 -3.179 3.363  -0.896
C: 1.996 -3.226 1.960  -0.636
H: -3.887 -3.522 4.587  0.389
H: -3.305 -2.092 5.451  0.322
H: -2.187 -3.399 5.063  0.285
H: -3.609 -1.625 2.996  0.462
H: -2.493 -2.888 2.587  0.182
H: -1.888 -0.206 3.408  0.147
H: -0.655 -3.377 3.019  0.304
H: 1.444 -4.167 3.827  0.393
H: 1.979 -2.496 3.990  0.490
H: 1.325 -3.731 1.263  0.245
H: 2.947 -3.762 1.988  0.428
H: 2.181 -2.224 1.574  -0.004
Br: -3.917 5.551 0.572  -0.183
C: -2.833 4.558 1.772  0.009
C: -2.402 5.245 2.900  -0.504
C: -1.569 4.630 3.822  -0.537
C: -1.156 3.324 3.607  -0.675
C: -1.578 2.660 2.467  0.874
C: -2.426 3.248 1.531  0.399
C: -2.862 2.420 0.340  0.309
O: -4.012 2.509 -0.071  -0.663
O: -1.964 1.640 -0.141  -0.750
H: -2.724 6.267 3.046  0.384
H: -1.241 5.177 4.697  0.372
H: -0.501 2.819 4.306  0.420
H: -1.250 1.638 2.315  -0.703
C: -0.647 -3.380 -4.708  -1.352
C: -0.436 -2.480 -3.502  -0.299
N: -1.587 -1.595 -3.331  0.026
C: -1.528 -0.384 -2.768  0.009
S: -0.010 0.402 -2.466  -0.558
N: -2.648 0.218 -2.414  0.265
C: -3.962 -0.405 -2.411  -0.584
C: -4.609 -0.444 -3.791  -1.145
H: 0.173 -4.094 -4.785  0.405
H: -0.687 -2.798 -5.629  0.318
H: -1.575 -3.950 -4.623  0.338
H: 0.446 -1.857 -3.622  0.416
H: -0.306 -3.060 -2.586  0.189
H: -2.463 -2.078 -3.185  0.301
H: -2.508 0.998 -1.751  0.126
H: -4.565 0.197 -1.733  0.406
H: -3.889 -1.403 -1.963  0.268
H: -4.742 0.569 -4.171  0.323
H: -5.587 -0.922 -3.734  0.377
H: -4.002 -0.992 -4.514  0.301

---

- Among the records above, which one has the highest gap between HOMO and LUMO?
  C27H39NO15S2

---

- Which value of gap between HOMO and LUMO does entry 3 give?
  7.3 eV